(1)
{"formula": "C16H20ClNO3S", "method": "ωB97M-V/def2-TZVPD", "symbols": ["C", "C", "O", "C", "O", "C", "C", "C", "N", "C", "O", "C", "S", "C", "C", "C", "C", "Cl", "C", "C", "C", "C", "H", "H", "H", "H", "H", "H", "H", "H", "H", "H", "H", "H", "H", "H", "H", "H", "H", "H", "H", "H"], "positions_angstrom": [[-2.40931, 2.20681, 1.96532], [-3.58767, 1.44173, 1.38457], [-3.18372, 0.61503, 0.28616], [-3.05375, -0.69210, 0.51940], [-3.24910, -1.21002, 1.58691], [-2.70745, -1.49890, -0.73045], [-2.12670, -0.67858, -1.88991], [-0.59161, -0.67056, -1.80911], [-0.17732, -0.71437, -0.42782], [0.15898, 0.33776, 0.33755], [0.33268, 0.24766, 1.54068], [0.35245, 1.68102, -0.34827], [1.71119, 1.68877, -1.57018], [3.05995, 0.93011, -0.71038], [3.21481, 0.99108, 0.66696], [4.30670, 0.38476, 1.26080], [5.24911, -0.26012, 0.47666], [6.61397, -1.01322, 1.22364], [5.11128, -0.30739, -0.90256], [4.01273, 0.28500, -1.49216], [-0.43996, -1.99301, 0.21146], [-1.73365, -2.61287, -0.32974], [-1.62968, 1.51680, 2.27967], [-1.99834, 2.89148, 1.22730], [-2.74243, 2.77714, 2.82762], [-4.04110, 0.80251, 2.14824], [-4.33822, 2.12471, 0.97746], [-3.65738, -1.94888, -1.04116], [-2.51583, 0.33775, -1.84555], [-2.43067, -1.11477, -2.84203], [-0.18396, -1.56188, -2.29596], [-0.17840, 0.19812, -2.31707], [-0.53374, 1.97708, -0.90864], [0.56155, 2.43072, 0.41516], [2.49214, 1.48921, 1.29138], [4.42339, 0.41880, 2.33226], [5.85187, -0.80864, -1.50540], [3.88565, 0.25454, -2.56350], [0.40991, -2.66409, 0.04105], [-0.52118, -1.80660, 1.28444], [-2.18329, -3.23262, 0.44487], [-1.53389, -3.23994, -1.19967]], "atomic_forces_ev_per_a": [[-0.18, -0.34, -0.24], [-0.20, 0.23, 0.57], [0.11, 0.27, -0.25], [-0.10, -0.40, -0.22], [0.05, -0.02, 0.16], [0.00, -0.02, 0.05], [0.07, -0.05, 0.01], [-0.32, 0.19, -0.35], [-0.07, -0.27, -0.01], [0.09, 0.41, -0.05], [0.05, 0.06, 0.33], [0.53, 0.02, -0.11], [-0.07, 0.23, -0.01], [-0.25, 0.12, -0.05], [0.08, -0.02, -0.06], [0.14, -0.08, -0.01], [-0.19, 0.11, -0.10], [0.17, -0.10, 0.09], [0.09, 0.00, 0.11], [-0.12, 0.06, 0.10], [0.12, -0.32, 0.35], [-0.11, 0.11, 0.04], [0.06, -0.01, 0.06], [0.07, 0.11, -0.04], [-0.03, 0.11, 0.09], [0.01, 0.17, -0.17], [0.07, -0.13, 0.04], [0.05, 0.07, 0.07], [0.02, -0.04, -0.11], [-0.04, 0.01, -0.03], [0.04, 0.10, -0.04], [0.01, -0.20, 0.03], [-0.02, 0.04, -0.03], [-0.18, -0.16, -0.01], [-0.09, 0.02, 0.04], [0.05, -0.02, 0.10], [0.08, -0.05, -0.03], [0.00, -0.07, -0.12], [-0.05, 0.01, 0.07], [0.03, -0.08, -0.18], [0.05, -0.05, -0.07], [-0.04, -0.03, -0.03]], "smiles": "CCOC(=O)C1CCN(C(=O)CSc2ccc(Cl)cc2)CC1", "total_charge": 0, "e_homo_ev": -8.28, "de_lowest_kj_mol": 18.8, "e_tot_ha": -1760.58517, "orbital_gap_ha": 0.3235}

***

(2)
{"formula": "C16H20CoF4N3O5", "method": "ωB97M-V/def2-TZVPD", "symbols": ["Co", "O", "C", "C", "N", "C", "C", "O", "O", "C", "C", "O", "O", "H", "H", "H", "H", "H", "H", "H", "H", "H", "C", "N", "C", "C", "C", "N", "C", "C", "F", "C", "F", "C", "C", "F", "C", "F", "H", "H", "H", "H", "H", "H", "H", "H", "H", "H", "H"], "positions_angstrom": [[0.50821, 0.08209, -0.32455], [1.82825, 0.10417, 2.74306], [2.25452, -1.24247, 2.77866], [1.19613, -2.16720, 2.24886], [1.00082, -1.99612, 0.81851], [-0.10563, -2.83147, 0.35251], [-0.46096, -2.49823, -1.09608], [-1.04606, -3.34311, -1.75753], [-0.11512, -1.33176, -1.49682], [2.23476, -2.35743, 0.10434], [3.11953, -1.15037, -0.20024], [4.33242, -1.29269, -0.25578], [2.47484, -0.06190, -0.39537], [1.54700, 0.26637, 1.81439], [2.44967, -1.50145, 3.82114], [3.19153, -1.36003, 2.22009], [0.24493, -1.98326, 2.75439], [1.50944, -3.19982, 2.47885], [-0.98926, -2.65626, 0.96864], [0.14423, -3.89934, 0.40409], [1.96946, -2.77088, -0.87113], [2.80846, -3.11334, 0.65085], [2.11497, 2.36864, 1.12601], [0.76557, 2.09787, 0.61219], [-0.22844, 2.38379, 1.65760], [0.47717, 3.00973, -0.53096], [-0.17571, 2.28065, -1.70726], [-0.91074, 1.20274, -1.08518], [-2.07337, 0.70423, -1.54086], [-2.76742, -0.21617, -0.72905], [-2.22225, -0.54258, 0.47661], [-3.95752, -0.79626, -1.08601], [-4.53005, -1.67681, -0.23549], [-4.59079, -0.48654, -2.28060], [-3.94412, 0.42513, -3.08686], [-4.49432, 0.76488, -4.27863], [-2.73833, 1.00462, -2.74227], [-2.17591, 1.85648, -3.64074], [2.85227, 2.13300, 0.36590], [2.31913, 1.73495, 1.98810], [2.20580, 3.42053, 1.42925], [-0.21390, 3.44960, 1.92052], [-0.02856, 1.81870, 2.56527], [-1.21644, 2.12424, 1.28498], [1.39223, 3.52953, -0.82514], [-0.23101, 3.76793, -0.18318], [0.59165, 1.90895, -2.40129], [-0.80096, 2.98808, -2.25579], [-5.51613, -0.95139, -2.57799]], "atomic_forces_ev_per_a": [[-0.42, 0.34, -0.03], [-0.38, -0.36, -0.28], [0.17, 0.04, 0.31], [-0.05, -0.28, 0.12], [-0.09, -0.11, -0.06], [0.06, -0.03, -0.07], [-0.08, -0.05, 0.04], [-0.06, -0.06, -0.08], [0.30, 0.07, -0.04], [-0.05, 0.00, -0.20], [-0.04, -0.03, 0.00], [0.17, -0.04, -0.02], [-0.05, 0.18, -0.07], [0.20, -0.36, 0.67], [0.03, 0.12, 0.02], [-0.05, -0.04, 0.14], [0.05, 0.06, 0.03], [-0.10, -0.05, -0.07], [0.03, 0.04, 0.01], [-0.02, 0.03, 0.05], [0.00, -0.02, 0.05], [0.00, 0.01, -0.04], [0.26, 0.41, 0.19], [0.26, -0.15, -0.14], [-0.15, -0.18, 0.21], [-0.06, 0.24, -0.22], [0.01, -0.05, 0.20], [-0.22, -0.29, 0.03], [0.05, 0.21, -0.18], [-0.01, -0.20, 0.30], [-0.15, 0.09, -0.27], [-0.03, -0.03, 0.03], [0.04, 0.11, -0.12], [0.08, -0.03, 0.06], [0.01, 0.10, -0.12], [0.07, -0.06, 0.19], [-0.07, 0.03, -0.21], [-0.05, -0.09, 0.06], [-0.01, 0.02, -0.11], [0.15, 0.67, -0.22], [-0.02, 0.03, -0.05], [0.06, 0.00, -0.04], [0.12, -0.18, -0.05], [0.00, -0.01, -0.03], [-0.02, -0.13, -0.02], [0.12, 0.05, 0.02], [-0.04, 0.03, -0.03], [0.02, -0.04, 0.01], [-0.04, -0.02, 0.02]], "spin_multiplicity": 2, "total_charge": -1, "e_homo_ev": [-4.57, -4.58], "de_lowest_kj_mol": 22.0, "e_tot_ha": -2944.47593, "orbital_gap_ha": [0.2766, 0.2772], "s2": 1.08}

***

(3)
{"formula": "C16H20CuNO2P2", "method": "ωB97M-V/def2-TZVPD", "symbols": ["Cu", "C", "P", "C", "C", "C", "C", "C", "C", "C", "P", "C", "C", "H", "H", "H", "H", "H", "H", "H", "H", "H", "H", "H", "H", "H", "H", "H", "H", "O", "C", "O", "C", "C", "C", "C", "C", "N", "H", "H", "H", "H"], "positions_angstrom": [[-0.13190, -0.02920, 0.16440], [-2.03080, -2.92510, -1.22420], [-0.51510, -1.95900, -0.92260], [0.61640, -3.25350, -0.30660], [0.15520, -1.50030, -2.54640], [-0.44650, -1.84750, -3.74980], [0.06210, -1.36460, -4.94480], [1.19050, -0.56370, -4.94770], [1.81160, -0.23490, -3.75430], [1.28740, -0.67570, -2.54720], [1.95640, -0.13910, -0.93310], [3.59060, -0.96000, -0.78350], [2.40740, 1.60790, -1.19100], [-2.79960, -2.31580, -1.69390], [-2.39950, -3.26950, -0.25830], [-1.79790, -3.79090, -1.84520], [0.84840, -3.96280, -1.10080], [0.12250, -3.77470, 0.51300], [1.53090, -2.80580, 0.07130], [-1.31550, -2.48370, -3.75720], [-0.43210, -1.60760, -5.87100], [1.56800, -0.16630, -5.87650], [2.69350, 0.38620, -3.77070], [4.20450, -0.71140, -1.64890], [3.48120, -2.04080, -0.72450], [4.07130, -0.60180, 0.12640], [3.09070, 1.72500, -2.03130], [2.88890, 1.96870, -0.28240], [1.49770, 2.18060, -1.36650], [-1.16590, 2.06720, 3.14690], [-0.82670, 1.66910, 2.05910], [0.00110, 0.72140, 1.81380], [-1.38850, 2.35000, 0.80840], [-2.05080, 3.56690, 0.87500], [-2.44920, 4.16670, -0.30850], [-2.19130, 3.51120, -1.50680], [-1.57010, 2.27470, -1.47800], [-1.16960, 1.71150, -0.34390], [-2.22540, 4.01280, 1.84040], [-2.93950, 5.12960, -0.30100], [-2.47110, 3.95500, -2.44850], [-1.37560, 1.71660, -2.38560]], "atomic_forces_ev_per_a": [[0.01, -0.49, -0.16], [0.09, 0.35, 0.12], [0.03, -0.65, -0.59], [-0.18, 0.11, 0.07], [-0.09, 0.05, -0.04], [0.11, -0.02, 0.12], [-0.02, -0.03, 0.03], [-0.02, 0.07, -0.03], [0.01, -0.03, 0.02], [0.07, 0.02, 0.11], [0.30, 0.37, -0.48], [-0.40, 0.02, 0.26], [-0.04, -0.19, 0.08], [-0.04, -0.01, -0.03], [-0.03, -0.01, -0.02], [-0.01, 0.03, 0.01], [-0.03, 0.00, 0.00], [0.05, -0.04, 0.05], [0.05, -0.06, 0.04], [-0.17, -0.08, -0.04], [-0.04, -0.05, -0.14], [0.10, -0.03, -0.11], [0.10, 0.11, -0.02], [-0.04, 0.05, -0.01], [0.01, 0.00, -0.01], [0.06, -0.02, -0.01], [0.01, 0.03, 0.03], [-0.02, 0.07, 0.00], [0.05, 0.07, 0.00], [0.06, -0.04, -0.04], [-0.88, 1.32, 0.34], [0.89, -0.56, 0.40], [-0.04, 0.12, 0.32], [0.08, -0.18, -0.09], [0.14, -0.21, -0.01], [-0.01, 0.00, 0.06], [-0.13, 0.14, -0.39], [0.02, -0.25, 0.23], [0.04, 0.02, 0.12], [-0.03, 0.02, -0.01], [-0.04, -0.03, -0.11], [-0.02, 0.02, -0.06]], "spin_multiplicity": 2, "total_charge": 1, "e_homo_ev": [-12.27, -12.36], "de_lowest_kj_mol": 80.7, "e_tot_ha": -3149.94177, "orbital_gap_ha": [0.3495, 0.2626], "s2": 0.76}

***

(4)
{"formula": "C16H20F3NO2", "method": "ωB97M-V/def2-TZVPD", "symbols": ["O", "C", "N", "C", "C", "C", "C", "C", "C", "C", "C", "C", "C", "C", "C", "O", "C", "C", "F", "F", "F", "C", "H", "H", "H", "H", "H", "H", "H", "H", "H", "H", "H", "H", "H", "H", "H", "H", "H", "H", "H", "H"], "positions_angstrom": [[-3.57188, -1.05495, -0.14935], [-2.42260, -0.85823, -0.30530], [-1.90079, 0.11737, -0.90340], [-2.40477, 1.30110, -1.66184], [-2.26394, 2.63371, -0.71705], [-0.85525, 3.27116, -0.81860], [-0.55889, 3.17273, -2.54110], [-0.67268, 1.82206, -3.19963], [-2.15227, 1.36912, -2.99679], [-1.31183, -1.89296, 0.60621], [-1.54980, -3.03965, 0.34926], [-0.81149, -4.10923, 0.92361], [0.46557, -3.91395, 1.37414], [0.71752, -2.29210, 1.73817], [1.98319, -1.95050, 2.18673], [2.41613, -0.42543, 1.72333], [3.40406, 0.16067, 2.47429], [4.61238, -0.63217, 2.27927], [5.00075, -1.68783, 2.74525], [5.59782, 0.47332, 2.82623], [4.94769, -0.79578, 0.96166], [-0.19927, -1.47949, 1.06282], [-0.76036, 0.27590, -0.92053], [-3.48244, 0.83847, -1.43688], [-3.16754, 3.16049, -1.24057], [-2.56940, 2.42340, 0.42563], [-0.16652, 2.63028, -0.51397], [-0.82526, 4.15992, -0.41107], [0.45807, 3.60027, -2.69665], [-1.28451, 4.01804, -2.77537], [0.10446, 1.32343, -2.90746], [-0.60908, 1.95576, -4.17676], [-2.90913, 1.79827, -3.34510], [-2.12975, 0.18612, -3.43487], [-2.63585, -3.67343, -0.03644], [-0.92635, -5.10215, 1.08730], [1.10135, -4.29656, 1.99808], [1.97442, -1.87310, 3.20324], [2.78384, -2.55070, 1.97403], [3.19260, -0.01815, 3.73008], [3.28013, 1.30295, 2.20298], [0.10166, -0.34817, 1.31643]], "atomic_forces_ev_per_a": [[-3.41, -1.01, -0.14], [1.95, -3.14, 4.55], [9.75, 5.25, -3.45], [-5.78, -3.13, 10.17], [-1.86, -1.24, -0.23], [-3.89, -4.01, -7.01], [0.20, 4.04, 3.01], [-6.56, 4.60, 1.55], [9.04, -8.22, -1.71], [-5.59, 11.05, -4.85], [-6.83, -16.71, -1.51], [4.01, 1.53, 0.21], [-3.34, 9.63, -0.23], [-3.83, -4.65, -6.09], [1.75, 5.25, -0.35], [-2.41, -3.10, 0.02], [-3.57, -0.15, 3.66], [4.67, 7.37, -3.82], [0.08, -4.40, 3.99], [-1.10, -2.30, -0.94], [-0.63, 1.13, 0.10], [8.88, 5.38, 6.70], [-3.63, -1.61, 0.67], [0.89, 2.29, -1.11], [1.90, 0.27, 1.34], [0.50, 0.17, -2.76], [3.03, -2.69, 2.30], [0.53, 4.70, 1.65], [-0.60, -0.21, 0.09], [0.70, -1.42, -0.88], [3.85, -4.04, 2.03], [0.83, 0.72, -4.58], [-5.41, 4.42, -4.32], [-0.62, 3.07, 1.04], [2.86, 3.14, 0.60], [-2.28, -3.13, -0.76], [3.23, -4.11, 2.77], [0.12, 0.58, 3.21], [1.79, -1.71, -1.25], [0.47, 0.92, -3.11], [1.51, -2.43, 0.70], [-1.15, -2.15, -1.23]], "smiles": "O=C(NC1CCCCC1)c1cccc(COCC(F)(F)F)c1", "total_charge": 0, "e_homo_ev": -9.03, "de_lowest_kj_mol": 0.0, "e_tot_ha": -1126.00908, "orbital_gap_ha": 0.3505}